Record 1
{
  "formula": "C33H44BF2HfN3O3SiTe",
  "method": "the ωB97M-V functional and the def2-TZVPD basis",
  "symbols": ["Hf", "C", "C", "N", "N", "C", "O", "C", "C", "C", "C", "C", "C", "C", "C", "C", "C", "C", "N", "H", "H", "H", "H", "H", "H", "H", "H", "H", "H", "H", "H", "C", "C", "O", "O", "H", "H", "H", "F", "B", "F", "C", "Te", "C", "C", "C", "C", "C", "C", "C", "H", "H", "H", "H", "H", "H", "H", "H", "C", "Si", "C", "C", "C", "C", "C", "C", "C", "C", "H", "H", "H", "H", "H", "H", "H", "H", "H", "H", "H", "H", "H", "H", "H", "H", "H", "H", "H", "H", "H"],
  "coordinates": [[0.72468, 0.41509, 0.15058], [-2.84215, 3.32894, -1.24960], [-2.01086, 2.54080, -0.28688], [-0.89850, 1.98263, -0.59432], [-0.40858, 2.33230, -1.87026], [0.88710, 2.40096, -1.84640], [1.61345, 2.02043, -0.81953], [1.59453, 2.95477, -3.02139], [2.96964, 3.14756, -2.95651], [3.65068, 3.65143, -4.05521], [2.96105, 3.96010, -5.21743], [1.58449, 3.77272, -5.28113], [0.90112, 3.27586, -4.18661], [-2.43512, 2.54533, 1.13787], [-3.74829, 2.82078, 1.50507], [-4.04049, 3.00147, 2.84762], [-3.01471, 2.90438, 3.77146], [-1.73813, 2.60648, 3.30883], [-1.44841, 2.43224, 2.02751], [-2.35693, 3.40036, -2.21428], [-3.80948, 2.83572, -1.37210], [-3.03251, 4.32563, -0.84948], [3.49497, 2.89722, -2.04559], [4.72167, 3.79751, -4.00366], [3.49436, 4.34627, -6.07650], [1.04693, 4.01012, -6.18979], [-0.16684, 3.11240, -4.22559], [-4.52529, 2.90091, 0.75784], [-5.05268, 3.21441, 3.16471], [-3.19177, 3.04656, 4.82858], [-0.90919, 2.51140, 4.00213], [2.88696, 1.30377, 3.86032], [1.63136, 0.87579, 3.16568], [0.87803, 0.10733, 3.85131], [1.36711, 1.32045, 2.03160], [3.41632, 0.41457, 4.19979], [2.62716, 1.88942, 4.74273], [3.50713, 1.89361, 3.19306], [1.70588, -1.02712, 1.04790], [-0.17244, -0.97735, 3.74935], [0.47267, -2.16715, 3.94380], [-1.36885, -0.62383, 4.75703], [-1.24534, -1.24900, 1.61334], [-3.09751, -0.51300, 2.42676], [-3.43832, -1.42776, 3.56136], [-4.55847, -2.24862, 3.49422], [-4.85674, -3.13440, 4.51852], [-4.02099, -3.20753, 5.62167], [-2.90061, -2.39198, 5.69384], [-2.59122, -1.49509, 4.67813], [-1.65493, 0.42027, 4.60455], [-0.94436, -0.68325, 5.76515], [-3.85901, -0.52017, 1.65095], [-2.92680, 0.50261, 2.76395], [-5.20001, -2.19615, 2.62158], [-5.73223, -3.76714, 4.45093], [-4.23706, -3.90060, 6.42455], [-2.24519, -2.45416, 6.55473], [0.99741, -0.39663, -3.79164], [1.27174, -1.22268, -2.09891], [0.21540, -2.84296, -2.20615], [0.55035, -3.64612, -3.46902], [-1.26094, -2.42979, -2.28139], [0.39543, -3.76851, -0.99874], [3.18410, -1.58969, -2.05307], [3.74263, -1.88012, -3.45131], [3.55297, -2.75419, -1.13087], [3.88930, -0.32749, -1.53570], [1.30632, -1.05162, -4.60924], [1.56592, 0.52792, -3.89286], [-0.05439, -0.14389, -3.94238], [0.42047, -3.05600, -4.37860], [-0.11017, -4.51871, -3.54442], [1.57700, -4.01762, -3.44881], [-1.47323, -1.82853, -3.16762], [-1.56966, -1.85682, -1.40177], [-1.89547, -3.32272, -2.32858], [1.38332, -4.22686, -0.97923], [-0.34327, -4.57837, -1.03780], [0.25918, -3.25065, -0.05049], [3.25008, -2.73099, -3.92601], [4.81172, -2.11442, -3.37881], [3.63860, -1.02019, -4.11559], [3.21909, -3.70896, -1.54156], [3.12609, -2.64031, -0.13294], [4.64373, -2.81101, -1.02724], [3.62390, 0.55221, -2.12653], [4.97783, -0.45221, -1.59245], [3.64722, -0.12834, -0.48698]],
  "forces_ev_per_a": [[0.0, 0.0, 0.3], [0.0, 0.0, 0.0], [0.0, 0.0, 0.0], [0.1, 0.0, -0.2], [0.0, 0.1, 0.0], [0.1, -0.1, 0.0], [0.0, -0.2, 0.1], [0.0, 0.0, 0.0], [0.0, 0.0, 0.0], [0.0, 0.0, 0.0], [0.0, 0.0, 0.0], [0.0, 0.0, 0.0], [0.0, 0.0, 0.0], [0.0, 0.0, 0.0], [0.0, 0.0, 0.0], [0.0, 0.0, 0.0], [0.0, 0.0, 0.0], [0.0, 0.1, 0.0], [0.0, 0.0, 0.0], [0.0, 0.0, 0.0], [0.0, 0.0, 0.0], [0.0, 0.0, 0.0], [0.0, 0.0, 0.0], [0.0, 0.0, 0.0], [0.0, 0.0, 0.0], [0.0, 0.0, 0.0], [0.0, 0.0, 0.0], [0.0, 0.0, 0.0], [0.0, 0.0, 0.0], [0.0, 0.0, 0.0], [0.0, 0.0, 0.0], [0.0, 0.0, 0.0], [-0.1, 0.1, 0.1], [0.1, 0.0, 0.0], [0.1, -0.1, 0.0], [0.0, 0.0, 0.0], [0.0, 0.0, 0.0], [0.0, 0.0, 0.0], [0.0, 0.2, -0.2], [0.0, -0.1, -0.1], [0.0, 0.0, 0.0], [0.0, 0.0, 0.0], [0.1, 0.0, 0.0], [0.0, 0.0, 0.0], [0.0, 0.0, 0.0], [0.0, 0.0, 0.0], [0.0, 0.0, 0.0], [0.0, 0.0, 0.0], [0.0, 0.0, 0.0], [0.0, 0.0, 0.0], [0.0, 0.0, 0.0], [0.0, 0.0, 0.0], [0.0, 0.0, 0.0], [0.0, 0.0, 0.0], [0.0, 0.0, 0.0], [0.0, 0.0, 0.0], [0.0, 0.0, 0.0], [0.0, 0.0, 0.0], [0.0, 0.0, 0.0], [-0.1, 0.0, 0.0], [0.1, 0.0, 0.0], [0.0, 0.0, 0.0], [0.0, 0.0, 0.0], [0.0, 0.0, 0.0], [0.0, 0.1, 0.0], [0.0, 0.0, 0.0], [0.0, 0.0, 0.0], [0.0, 0.0, 0.0], [0.0, 0.0, 0.0], [0.0, 0.0, 0.0], [0.0, 0.0, 0.0], [0.0, 0.0, 0.0], [0.0, 0.0, 0.0], [0.0, 0.0, 0.0], [0.0, 0.0, 0.0], [0.0, 0.0, 0.0], [0.0, 0.0, 0.0], [-0.1, 0.0, 0.0], [0.0, 0.0, 0.0], [0.0, 0.0, 0.1], [0.0, 0.0, 0.0], [0.0, 0.0, 0.0], [0.0, 0.0, 0.0], [0.1, 0.0, 0.0], [0.0, 0.0, 0.0], [0.0, 0.0, 0.0], [0.0, 0.0, 0.0], [0.0, 0.0, 0.0], [0.0, 0.0, 0.0]],
  "lowdin_charge": [1.474, -0.008, -0.235, -0.035, 0.077, -0.464, -0.213, -0.171, -0.027, -0.068, -0.080, -0.073, -0.033, -0.247, -0.014, -0.047, -0.046, -0.138, 0.126, 0.066, 0.092, 0.099, 0.112, 0.105, 0.103, 0.104, 0.110, 0.113, 0.115, 0.114, 0.118, 0.052, -0.521, 0.134, -0.108, 0.105, 0.099, 0.093, -0.486, -0.925, 0.105, -0.075, 1.336, -0.417, -0.303, -0.048, -0.089, -0.085, -0.031, -0.210, 0.082, 0.121, 0.058, 0.012, 0.109, 0.100, 0.100, 0.114, -0.212, 0.651, -0.666, -0.103, -0.132, -0.113, -0.651, -0.108, -0.107, -0.126, 0.023, 0.009, 0.023, 0.069, 0.083, 0.065, 0.067, 0.011, 0.083, 0.057, 0.085, 0.017, 0.065, 0.082, 0.072, 0.064, 0.066, 0.083, 0.052, 0.086, 0.056],
  "e_lumo_ev": -0.8,
  "energy_ha": -2504.2555,
  "gap_ev": 6.56
}



Record 2
{
  "formula": "C32H35BBiN3O3Sb2",
  "method": "the ωB97M-V functional and the def2-TZVPD basis",
  "symbols": ["Bi", "N", "C", "C", "O", "N", "C", "C", "O", "O", "H", "H", "H", "H", "H", "H", "C", "C", "C", "Sb", "C", "C", "C", "C", "C", "C", "C", "C", "C", "C", "C", "C", "Sb", "C", "C", "C", "C", "C", "C", "C", "C", "C", "C", "C", "C", "H", "H", "H", "H", "H", "H", "H", "H", "H", "H", "H", "H", "H", "H", "H", "H", "H", "H", "H", "H", "H", "H", "H", "H", "H", "H", "B", "C", "N", "H", "H", "H"],
  "coordinates": [[-1.51751, -1.54306, 1.79378], [-0.93251, 0.23644, 3.67228], [0.52119, 0.15194, 3.75388], [1.00689, -1.29516, 3.62238], [1.91669, -1.70276, 4.31358], [0.36679, -2.01786, 2.68058], [0.49169, -3.45226, 2.78508], [-0.85451, -4.06396, 3.21378], [-0.91201, -5.16456, 3.69428], [-1.89761, -3.29896, 3.02988], [-1.36351, -0.16636, 4.49838], [-1.24291, 1.19904, 3.58098], [0.94509, 0.73634, 2.93288], [0.92819, 0.53894, 4.69648], [0.77309, -3.87356, 1.81858], [1.26639, -3.70166, 3.51158], [-1.75721, 0.53514, -2.38242], [-1.74351, -0.98646, -2.41092], [-0.36761, -1.56176, -2.14662], [0.47819, -0.74486, -0.32182], [1.98989, -2.20816, 0.06438], [3.00689, -1.79806, 0.91548], [4.03669, -2.65886, 1.23808], [4.05069, -3.94136, 0.71478], [3.03169, -4.35626, -0.12472], [1.99609, -3.49356, -0.45182], [1.84629, 0.47504, -1.55062], [1.57509, 1.77804, -1.93332], [2.42999, 2.45764, -2.78552], [3.57669, 1.84644, -3.25652], [3.84519, 0.53794, -2.89502], [2.97809, -0.14406, -2.05762], [-2.56291, 1.32304, -0.48452], [-1.28551, 2.42184, 0.95308], [0.08169, 2.48984, 1.16258], [0.59999, 3.27114, 2.18818], [-0.23671, 3.99074, 3.02068], [-1.60471, 3.94344, 2.80758], [-2.11651, 3.15444, 1.79508], [-2.94891, 3.16124, -1.57882], [-2.00221, 4.17124, -1.65242], [-2.20461, 5.25674, -2.48812], [-3.35311, 5.34524, -3.25482], [-4.30091, 4.33854, -3.18352], [-4.09571, 3.25084, -2.35312], [-2.47751, 0.92264, -3.10552], [-0.78401, 0.94444, -2.64172], [-2.08511, -1.33326, -3.38892], [-2.45811, -1.38266, -1.68002], [0.32559, -1.29026, -2.94432], [-0.42711, -2.64456, -2.06462], [2.98359, -0.79116, 1.32038], [4.82319, -2.32836, 1.89748], [4.85539, -4.61646, 0.96628], [3.04169, -5.35766, -0.52632], [1.19529, -3.83706, -1.09512], [0.68469, 2.28784, -1.58932], [2.19599, 3.46774, -3.08322], [4.25529, 2.38194, -3.90412], [4.72989, 0.04184, -3.26702], [3.19029, -1.17476, -1.80172], [0.78379, 1.96824, 0.52488], [1.66939, 3.32454, 2.32488], [0.16899, 4.59524, 3.81798], [-2.27331, 4.52194, 3.42688], [-3.18881, 3.11784, 1.63708], [-1.10601, 4.11054, -1.04742], [-1.45741, 6.03304, -2.54612], [-3.50601, 6.19184, -3.90902], [-5.19691, 4.40184, -3.78302], [-4.83581, 2.45944, -2.30572], [-1.67021, -5.56366, -0.57812], [-1.51071, -4.15646, -0.08132], [-1.30421, -3.06116, 0.30208], [-1.57271, -6.21826, 0.41748], [-0.75951, -5.77016, -1.32352], [-2.72831, -5.68236, -1.11532]],
  "forces_ev_per_a": [[-1.4, 0.6, 2.2], [-0.2, 0.0, -0.1], [0.5, 0.0, 0.3], [-0.2, 0.9, 0.0], [0.3, 0.0, 0.2], [0.0, -0.2, 0.0], [0.0, -0.5, 0.0], [0.8, -0.4, 0.3], [0.0, -0.3, 0.0], [-0.8, 0.9, -0.2], [0.0, 0.1, 0.1], [0.0, 0.0, 0.0], [0.0, 0.0, 0.1], [0.0, -0.1, -0.2], [0.0, -0.1, 0.1], [-0.2, 0.0, -0.1], [0.2, 0.0, 0.4], [-0.1, -0.1, 0.0], [0.0, -0.1, 0.2], [1.6, -0.2, -2.2], [-0.4, 0.3, 0.1], [-0.1, 0.1, 0.0], [0.1, 0.1, 0.1], [0.0, 0.0, 0.0], [0.1, -0.1, -0.1], [-0.2, 0.0, -0.1], [-0.4, -0.1, 0.7], [-0.2, 0.2, 0.1], [0.0, 0.1, -0.1], [0.1, 0.0, 0.0], [0.0, 0.0, -0.1], [0.1, -0.3, 0.1], [-0.1, 0.9, -0.5], [-0.2, -0.5, -0.5], [0.2, 0.1, -0.1], [0.1, 0.0, 0.0], [0.0, 0.1, 0.0], [-0.1, 0.0, 0.2], [-0.2, 0.0, -0.1], [0.0, -0.5, 0.4], [0.1, 0.0, 0.1], [0.1, 0.1, 0.0], [0.0, 0.0, 0.0], [-0.1, 0.1, -0.1], [-0.2, -0.2, 0.1], [-0.1, 0.2, 0.2], [0.0, 0.1, -0.1], [0.0, 0.0, 0.0], [0.0, -0.1, -0.1], [0.0, 0.0, 0.1], [0.2, 0.0, 0.0], [0.1, 0.0, 0.1], [0.1, 0.0, 0.1], [0.0, -0.1, 0.0], [0.0, -0.1, 0.0], [0.0, 0.0, 0.0], [-0.1, 0.0, 0.0], [0.0, 0.1, 0.0], [0.0, 0.0, -0.1], [0.1, -0.1, 0.0], [0.1, 0.1, 0.0], [-0.1, 0.0, 0.0], [0.1, 0.0, 0.0], [0.1, 0.1, 0.0], [-0.1, 0.0, 0.1], [-0.1, 0.1, 0.1], [0.1, 0.1, 0.0], [0.1, 0.1, 0.0], [0.0, 0.0, 0.0], [-0.1, 0.0, 0.0], [-0.1, 0.0, -0.1], [-0.2, -0.7, -0.2], [0.5, 2.2, 0.6], [-0.1, -2.4, -1.4], [0.0, -0.2, 0.2], [0.3, 0.0, -0.3], [-0.3, 0.0, -0.1]],
  "lowdin_charge": [1.578, -0.059, -0.176, -0.560, 0.066, -0.206, -0.139, -0.640, 0.091, -0.258, 0.099, 0.066, 0.092, 0.129, 0.103, 0.134, -0.387, -0.404, -0.349, 1.413, -0.418, -0.155, -0.067, -0.072, -0.069, -0.125, -0.329, -0.152, -0.079, -0.084, -0.073, -0.118, 1.398, -0.421, -0.181, -0.092, -0.082, -0.086, -0.182, -0.397, -0.126, -0.085, -0.089, -0.089, -0.151, 0.055, 0.034, 0.111, 0.067, 0.071, 0.040, 0.103, 0.109, 0.105, 0.109, 0.087, 0.073, 0.105, 0.104, 0.107, 0.093, 0.037, 0.112, 0.106, 0.107, 0.085, 0.086, 0.102, 0.103, 0.103, 0.093, -0.379, -0.165, -0.116, 0.039, 0.023, 0.023],
  "e_lumo_ev": -0.7,
  "energy_ha": -2350.2480,
  "gap_ev": 8.20
}



Record 3
{
  "formula": "C6H18NO4",
  "method": "the ωB97M-V functional and the def2-TZVPD basis",
  "symbols": ["C", "O", "C", "C", "C", "C", "C", "N", "H", "H", "H", "H", "H", "H", "H", "H", "H", "H", "H", "H", "H", "H", "O", "H", "H", "O", "H", "H", "O"],
  "coordinates": [[-1.52691, 0.74593, 1.95078], [-1.73799, 1.81345, 1.11296], [-1.31677, -0.58966, 1.21516], [-0.39311, -0.45368, -0.03338], [0.37037, -1.68237, -0.53839], [1.53473, -1.56138, -1.16297], [-0.01964, -3.71064, 0.78283], [-0.26277, -2.97151, -0.41476], [-2.42998, 0.60886, 2.59683], [-0.81128, 0.93494, 2.77945], [-2.30457, -0.88737, 0.83880], [-1.01487, -1.38432, 1.89170], [-1.09887, -0.19761, -0.82607], [0.29565, 0.34582, 0.21758], [1.98161, -2.44404, -1.60662], [1.99567, -0.59242, -1.29961], [-0.84848, -4.39140, 1.00057], [0.85884, -4.37365, 0.74516], [0.13102, -3.13375, 1.69664], [-1.09159, -3.05406, -0.96553], [-0.00226, 0.96724, -3.51233], [0.85310, 2.00434, -2.71947], [0.08737, 1.89802, -3.29500], [2.16734, 1.99928, 0.44429], [1.89087, 3.18377, 1.21950], [2.65435, 2.65651, 0.95122], [-0.34484, 2.71326, -1.11980], [-0.59537, 2.44219, 0.33983], [0.16453, 2.70809, -0.30373]],
  "forces_ev_per_a": [[-1.2, 0.8, 0.3], [0.3, -0.2, 0.1], [-0.2, -0.3, -0.6], [-0.2, -0.9, 0.9], [-0.8, 0.5, 0.5], [-0.1, -0.4, -0.1], [-0.3, -1.2, 0.5], [1.3, 0.8, -0.5], [-0.2, -0.3, -0.2], [0.9, -0.2, -0.5], [0.0, 0.0, 0.1], [0.3, -0.1, 0.3], [0.4, 0.6, -0.2], [0.0, 0.2, -0.7], [0.2, 0.1, 0.0], [0.1, 0.0, 0.1], [-0.1, 0.1, -0.1], [0.1, 0.2, -0.4], [-0.2, 0.5, -0.2], [-0.5, -0.3, 0.5], [0.2, -0.1, 0.3], [-0.1, -0.3, 0.1], [-0.1, 0.4, -0.4], [0.0, -0.1, -0.3], [0.1, 0.2, -0.1], [0.0, 0.0, 0.3], [0.1, 0.0, -0.2], [-0.2, -0.6, 0.5], [0.0, 0.4, -0.3]],
  "lowdin_charge": [-0.465, -0.326, -0.196, -0.143, -0.354, 0.041, -0.156, -0.080, 0.078, 0.084, 0.096, 0.072, 0.115, 0.086, 0.051, 0.051, 0.075, 0.064, 0.065, 0.106, 0.030, 0.029, -0.061, -0.008, 0.021, -0.096, -0.001, -0.017, -0.161],
  "e_lumo_ev": 3.3,
  "energy_ha": -595.0945,
  "gap_ev": 6.75,
  "total_charge": -1
}